No. 1
A molecular structure, C34H47BClIrN7OS3. Source: OMol25; level of theory: ωB97M-V with the def2-TZVPD basis set.

ORCA input file:
```
! RIJCOSX wB97M-V def2-TZVPD def2/J DEFGRID3
* xyz 2 6
Ir -0.1366 0.3787 -1.1968
C 2.2484 1.6727 3.1866
C 1.3887 0.6161 3.8674
C 2.1399 0.0792 5.0865
C 0.0508 1.2167 4.2804
N 1.1113 -0.5825 2.9633
C 0.7013 -1.7828 3.4997
C 0.5641 -2.6627 2.4817
N 0.8683 -2.0094 1.3188
B 0.9286 -2.7425 -0.0713
N 2.2111 -2.2619 -0.8347
C 3.4404 -2.6922 -0.3709
C 4.3750 -2.3190 -1.2625
N 3.7273 -1.6402 -2.2811
C 2.4067 -1.6238 -2.0012
S 1.1837 -0.8130 -2.9482
C 4.4190 -1.1138 -3.5238
C 3.8082 -1.7824 -4.7514
C 4.2874 0.4058 -3.5676
C 5.8967 -1.4788 -3.4429
N -0.3697 -2.5926 -0.8710
C -0.9147 -3.6558 -1.5344
C -1.9827 -3.1975 -2.2285
N -2.0806 -1.8503 -1.9813
C -1.0890 -1.4772 -1.1223
S -2.7112 -1.7883 1.4717
C -3.2280 -1.0416 -2.5517
C -4.4239 -1.1277 -1.6097
C -3.5936 -1.6435 -3.9101
C -2.8448 0.4171 -2.7674
C 1.1715 -0.7372 1.6192
S 1.5298 0.4661 0.4188
H 2.5305 2.3932 3.9541
H 1.7113 2.2115 2.4084
H 3.1646 1.2561 2.7656
H 2.5047 0.9247 5.6675
H 2.9981 -0.5246 4.7894
H 1.5027 -0.5111 5.7438
H 0.2304 2.0325 4.9819
H -0.5896 0.4810 4.7688
H -0.4794 1.6234 3.4163
H 0.5512 -1.9206 4.5541
H 0.2850 -3.7013 2.4939
H 1.0777 -3.9126 0.1625
H 3.5387 -3.2493 0.5447
H 5.4366 -2.4706 -1.2490
H 2.7751 -1.4809 -4.9159
H 3.8486 -2.8685 -4.6563
H 4.3840 -1.4975 -5.6319
H 3.2493 0.7253 -3.6426
H 4.8215 0.7739 -4.4439
H 4.7435 0.8537 -2.6814
H 6.0539 -2.5572 -3.4041
H 6.3955 -1.0087 -2.5939
H 6.3763 -1.1105 -4.3483
H -0.5116 -4.6508 -1.4596
H -2.6810 -3.7346 -2.8421
H -4.6434 -2.1625 -1.3452
H -5.2951 -0.7080 -2.1137
H -4.2565 -0.5767 -0.6827
H -4.1450 -2.5782 -3.8114
H -2.7110 -1.8072 -4.5297
H -4.2458 -0.9414 -4.4300
H -2.3817 0.8683 -1.8809
H -3.7543 0.9913 -2.9449
H -2.1818 0.5456 -3.6261
O 0.5567 2.0995 -3.0642
C 1.3710 3.0028 -2.3312
C 0.6629 3.4308 -1.0691
C 0.9587 4.6300 -0.4434
C 0.2617 4.9882 0.6969
C -0.7307 4.1416 1.1696
C -0.9600 2.9576 0.5037
N -0.2699 2.5937 -0.5880
H -0.1699 2.5952 -3.4644
H 1.6376 3.8735 -2.9306
H 2.2919 2.4649 -2.0954
H 1.7172 5.2792 -0.8619
H 0.4749 5.9228 1.1990
H -1.3258 4.3903 2.0377
H -1.7189 2.2693 0.8475
Cl -3.0073 -1.3602 4.5567
C -3.9311 0.0106 4.0019
C -4.8448 0.5729 4.8763
C -5.6116 1.6538 4.4638
C -5.4628 2.1544 3.1783
C -4.5325 1.5791 2.3247
C -3.7405 0.5020 2.7192
C -2.6816 -0.0162 1.7846
H -4.9551 0.1593 5.8693
H -6.3262 2.0943 5.1458
H -6.0757 2.9777 2.8364
H -4.4313 1.9616 1.3136
H -2.8532 0.4459 0.8077
H -1.6899 0.2816 2.1332
*
```

Computed properties:
HOMO-LUMO gap (spin up / spin down) (eV): 8.0 / 5.4
E_HOMO (spin up / spin down) (eV): -12.870 / -13.130
Expectation value of S²: 8.776
ΔE to the lowest compared entry with this formula, charge and spin (kcal per mole): 30.5
LUMO (spin up / spin down) (eV): -4.866 / -7.752

No. 2
A gas-phase ion, C5H6NO2S (charge +1) in a non-equilibrium geometry. Source: OMol25; level of theory: ωB97M-V with the def2-TZVPD basis set.

ORCA input file:
```
! RIJCOSX wB97M-V def2-TZVPD def2/J DEFGRID3
* xyz 1 1
C 0.1937 1.8486 -0.4072
C 1.5723 1.3624 -0.2638
C -0.6890 -1.4633 -0.6595
C -0.7894 -1.0882 0.8615
C -0.3078 0.2745 1.1997
N -0.6933 1.3097 0.3989
O -1.6513 -1.5719 -1.3545
O 0.5202 -1.2662 -1.2375
S 1.7479 0.2145 0.8811
H -0.0581 2.6350 -1.1122
H 2.4465 1.7062 -0.9575
H -1.8503 -1.1221 1.0142
H -0.3608 -1.8004 1.5455
H -0.4781 0.2174 2.2910
H 0.3973 -1.2561 -2.1998
*
```

Computed properties:
HOMO-LUMO gap (eV): 7.7
E_HOMO (eV): -14.662
ΔE to the lowest compared entry with this formula, charge and spin (kcal per mole): 0.0
LUMO (eV): -6.920

No. 3
A single C5H6N4O molecule in a non-equilibrium geometry. Source: OMol25; level of theory: ωB97M-V with the def2-TZVPD basis set.

ORCA input file:
```
! RIJCOSX wB97M-V def2-TZVPD def2/J DEFGRID3
* xyz 0 1
O -2.0545 -2.1913 -0.0449
N -1.7072 -0.8456 0.1324
N -2.6466 0.0705 -0.0570
N -2.0742 1.2315 -0.1138
C -0.7284 1.0815 -0.0512
C -0.4797 -0.2993 0.1465
C 0.8775 -0.7794 0.3351
C 1.7017 0.2199 -0.4504
C 1.3858 1.5427 0.2090
N 0.2156 1.9937 0.2594
H -2.9633 -2.0461 -0.2397
H 1.3666 -0.7681 1.3154
H 0.8350 -1.7246 -0.0792
H 1.3480 0.3815 -1.5597
H 2.7368 0.0997 -0.4293
H 2.1869 2.0334 0.6275
*
```

Computed properties:
SMILES: On1nnc2c1CCC=N2
HOMO-LUMO gap (eV): 9.5
E_HOMO (eV): -8.869
ΔE to the lowest compared entry with this formula, charge and spin (kcal per mole): 108.7
LUMO (eV): 0.637

No. 4
A molecular structure, C31H21CdN15O4. Source: OMol25; level of theory: ωB97M-V with the def2-TZVPD basis set.

ORCA input file:
```
! RIJCOSX wB97M-V def2-TZVPD def2/J DEFGRID3
* xyz -2 1
Cd 0.4409 0.0578 0.0470
O -0.6055 6.6245 -3.1385
C -1.2525 5.6046 -3.4454
O -2.1406 5.4476 -4.3043
C -0.9535 4.3580 -2.5761
C 0.0768 4.3591 -1.6485
C 0.2911 3.2477 -0.8440
N -0.4804 2.1594 -0.9165
C -1.4452 2.1386 -1.8331
C -1.7120 3.2040 -2.6796
C -2.2478 0.8881 -1.9141
C -2.5588 0.3218 -3.1501
C -3.2890 -0.8507 -3.1718
C -3.6853 -1.4194 -1.9691
C -3.3133 -0.7907 -0.7925
N -2.6084 0.3358 -0.7584
C 1.4083 3.2200 0.1517
C 2.1222 4.3690 0.4910
C 3.1482 4.2729 1.4115
C 3.4410 3.0446 1.9834
C 2.6770 1.9562 1.6031
N 1.6947 2.0481 0.7143
H 0.6846 5.2492 -1.5913
H -2.5085 3.1715 -3.4104
H -2.1947 0.7815 -4.0582
H -3.5325 -1.3253 -4.1147
H -4.2576 -2.3376 -1.9405
H -3.5706 -1.2096 0.1750
H 1.8725 5.3204 0.0483
H 3.7137 5.1562 1.6833
H 4.2343 2.9279 2.7079
H 2.8449 0.9685 2.0175
O -0.6939 2.7354 3.8733
C -1.6556 2.0010 4.4497
C -2.3004 2.5212 5.5757
C -3.2985 1.8016 6.2030
C -3.6758 0.5498 5.7232
C -3.0379 0.0368 4.6074
C -2.0276 0.7403 3.9568
C -1.3436 0.1875 2.7514
O -0.4528 0.9067 2.2018
N -1.7655 -1.0005 2.3349
N -1.1389 -1.3495 1.1748
C -1.2757 -2.5551 0.7901
C -0.7231 -2.9860 -0.5000
C -0.6586 -4.3394 -0.8203
C -0.1012 -4.7103 -2.0302
C 0.3641 -3.7249 -2.8869
C 0.2470 -2.3990 -2.4931
N -0.2925 -2.0386 -1.3357
H -0.3965 2.1932 3.0865
H -1.9975 3.4978 5.9302
H -3.7902 2.2202 7.0738
H -4.4590 -0.0139 6.2139
H -3.3026 -0.9328 4.2075
H -1.8005 -3.2779 1.4144
H -1.0167 -5.0759 -0.1129
H -0.0193 -5.7574 -2.2967
H 0.8222 -3.9690 -3.8353
H 0.5976 -1.5870 -3.1192
N 3.8697 -0.3293 -0.6388
C 3.1460 0.1627 -1.7237
N 3.7356 0.6302 -2.8120
N 2.7076 1.0048 -3.6018
N 1.5831 0.7774 -3.0155
N 1.8222 0.2336 -1.7982
C 3.3738 -1.3174 0.2082
N 4.1224 -2.3091 0.6641
N 3.2869 -3.0056 1.4631
N 2.1165 -2.4652 1.4725
N 2.1342 -1.3653 0.6872
H 4.8383 -0.4844 -0.8727
*
```

Computed properties:
HOMO-LUMO gap (eV): 7.4
E_HOMO (eV): -3.242
ΔE to the lowest compared entry with this formula, charge and spin (kcal per mole): 0.0
LUMO (eV): 4.140

No. 5
A single CH3IN4 molecule in a non-equilibrium geometry. Source: OMol25; level of theory: ωB97M-V with the def2-TZVPD basis set.

ORCA input file:
```
! RIJCOSX wB97M-V def2-TZVPD def2/J DEFGRID3
* xyz 0 1
I -2.9375 -0.5065 0.0568
N -1.0850 0.0101 -0.4155
N -0.7367 1.2717 -0.1932
N 0.4268 1.3903 0.1450
C 0.9866 0.0489 0.3945
N 0.0682 -0.8821 -0.2488
H 2.0611 -0.2213 0.0349
H 1.0266 0.0704 1.4524
H 0.1898 -1.1815 -1.2260
*
```

Computed properties:
SMILES: IN1N=NCN1
HOMO-LUMO gap (eV): 8.5
E_HOMO (eV): -8.716
ΔE to the lowest compared entry with this formula, charge and spin (kcal per mole): 56.1
LUMO (eV): -0.261

No. 6
A single C4H7N molecule in a non-equilibrium geometry. Source: OMol25; level of theory: ωB97M-V with the def2-TZVPD basis set.

ORCA input file:
```
! RIJCOSX wB97M-V def2-TZVPD def2/J DEFGRID3
* xyz 0 1
C 2.4822 1.0866 0.0574
C 1.5143 0.3747 -0.0703
C 0.4937 -0.7055 -0.2941
C -1.0092 -0.2327 -0.4489
N -1.4457 0.3334 0.8268
H 3.2799 1.8464 0.0264
H 0.5229 -1.3187 0.6403
H 0.7464 -1.3407 -1.1877
H -1.1573 0.5830 -1.1596
H -1.6663 -1.0822 -0.7105
H -2.3799 0.7261 0.6791
H -1.3809 -0.2704 1.6412
*
```

Computed properties:
SMILES: C#CCCN
HOMO-LUMO gap (eV): 10.2
E_HOMO (eV): -9.169
ΔE to the lowest compared entry with this formula, charge and spin (kcal per mole): 50.3
LUMO (eV): 1.054

ΔE to the lowest compared entry with this formula, charge and spin of number 4 (C31H21CdN15O4)?
0.0 kcal per mole